Entry from the OMol25 dataset: C22H29ClN4O in the gas phase (ωB97M-V with the def2-TZVPD basis set).

- calculated total energy (eV) = -43815.4487
- SMILES string = OCC[C@@H]1CN(Cc2cnc(-c3ccc(Cl)cc3)nc2)CCN1C1CCCC1
- HOMO-LUMO gap (eV) = 8.8

ORCA input file:
```
! wB97M-V def2-TZVPD RIJCOSX def2/J DEFGRID3
* xyz 0 1
C 3.4047 4.0641 -2.6107
H -1.5750 0.4530 0.6496
C -2.7415 -3.8223 1.7225
C -0.2228 -0.7487 -0.4979
H -1.9157 0.4813 4.6503
H -3.1119 -0.5715 2.3550
C 4.0371 6.4621 -3.8383
H 0.0995 -0.5894 3.7798
C 3.1269 0.5302 -1.9831
O -3.1447 0.0092 3.1370
H -5.3371 -4.0435 -0.3713
C 2.1441 -0.8190 -0.0654
C 3.0727 2.7966 -1.9596
H -2.3619 -0.5330 -0.5842
H -0.0310 0.0732 -1.1915
N 0.8157 -0.7662 0.5148
N 3.4253 1.6695 -2.5758
C 3.0495 5.2740 -2.0157
C 2.1446 1.7047 -0.2029
C -2.0235 -0.3184 3.9117
C -0.7362 -0.4500 3.0926
C -4.7449 -3.6329 0.4450
H -1.8693 -4.4137 1.9995
H -0.9733 -2.5402 2.7548
H -1.7433 -3.2135 -0.0831
H -2.1993 -1.2624 4.4551
H -0.2290 -1.6908 -1.0790
H -3.1422 -3.3325 2.6113
N 2.4351 2.8467 -0.7891
H 4.3513 3.1320 -4.2812
H 2.5264 5.2552 -1.0729
H 2.8590 -0.9691 0.7518
H -3.6994 -2.5279 -1.1137
H -3.3889 -5.3125 0.3062
H 4.9218 5.2798 -5.3882
C -3.8018 -2.5161 -0.0288
C 3.3633 6.4720 -2.6253
H -4.3425 -5.3093 1.7960
C -2.4334 -2.7661 0.6525
C -0.7880 -1.6551 2.1406
H 0.5629 -2.8317 0.9136
H 2.2604 -1.6622 -0.7729
C -3.8269 -4.6751 1.0766
H 3.0906 7.4106 -2.1688
Cl 4.4324 7.9586 -4.6042
C -1.5799 -0.5305 0.1745
C 0.5640 -1.8552 1.4357
H -4.1909 -1.5420 0.2654
N -1.8985 -1.5203 1.1966
C 4.3982 5.2676 -4.4450
H 3.4239 -0.3688 -2.5118
H -0.5615 0.4664 2.5317
H 1.6222 1.7646 0.7430
H 1.3587 -1.8758 2.1852
C 2.4738 0.4680 -0.7569
C 4.0811 4.0734 -3.8299
H -5.4310 -3.2471 1.1991
*
```